Record 1
The following is a quantum chemistry calculation of a cluster of 4 separate species, C20H17N4O14S in total in a non-equilibrium geometry, from the Open Molecules 2025 dataset.

**Charge**: +1
**Gap between HOMO and LUMO**: 5.68 eV

Each line ends with the Mulliken charge.
Cartesian coordinates (Å):
C (0.138, 1.945, 0.476)  0.33
C (-7.120, 0.957, 2.146)  0.36
O (-5.212, 1.709, 1.027)  -0.66
C (2.736, 0.660, -3.368)  -1.07
O (0.818, 0.800, 0.536)  -0.59
H (-6.868, 0.713, 0.328)  0.36
C (2.466, 1.101, -4.734)  0.84
C (3.746, -1.412, -4.296)  1.05
C (2.858, 0.190, -5.868)  0.26
N (5.209, -4.636, 0.318)  0.06
C (0.485, 2.841, -0.679)  0.96
H (2.142, 1.504, -6.958)  0.37
H (4.034, -1.853, -2.125)  0.25
C (-5.260, 2.214, 3.329)  -0.92
S (2.861, -3.964, 2.656)  0.93
H (-1.048, 1.650, 2.213)  0.46
H (-2.457, 5.565, 0.764)  0.36
N (3.416, -4.629, -0.911)  -0.41
C (-5.950, 2.088, 4.470)  0.38
H (-6.210, 2.348, 6.285)  0.36
C (3.461, -0.990, -5.651)  -0.95
C (-1.495, 3.552, 1.246)  1.05
O (3.610, -0.996, -1.949)  -0.55
C (3.892, -4.869, 0.308)  0.52
H (5.859, -4.712, 1.092)  0.29
O (-7.828, 1.283, 5.600)  -0.61
H (2.300, -5.875, 1.227)  0.44
N (5.494, -4.247, -0.932)  0.23
H (1.425, 0.806, -0.226)  0.27
C (3.332, -0.516, -3.172)  0.46
O (1.940, 2.158, -5.010)  -0.60
C (-7.810, 0.828, 3.286)  -1.00
H (3.843, -6.028, 2.064)  0.39
H (-4.307, 2.724, 3.278)  0.48
N (4.434, -4.243, -1.653)  -0.02
O (1.356, 2.466, -1.449)  -0.54
H (1.528, -3.748, 2.524)  0.23
H (2.436, 1.309, -2.545)  0.80
H (0.020, 4.716, -1.671)  0.47
H (3.748, -1.651, -6.456)  0.43
C (-0.228, 4.091, -0.826)  -1.07
O (-1.853, 5.559, -0.002)  -0.56
C (-5.788, 1.650, 2.100)  1.09
O (-7.554, 0.486, 0.982)  -0.56
O (-2.339, 3.935, 2.028)  -0.61
C (-7.271, 1.372, 4.523)  0.87
H (6.421, -4.008, -1.269)  0.25
O (3.614, -2.862, 2.137)  -0.54
H (-8.768, 0.329, 3.332)  0.42
C (-1.163, 4.434, 0.073)  0.34
O (-5.527, 2.579, 5.628)  -0.56
C (3.196, -5.341, 1.527)  -0.83
O (3.156, -4.432, 3.967)  -0.55
C (-0.790, 2.284, 1.376)  -0.93
O (2.568, 0.634, -7.079)  -0.55
O (4.303, -2.467, -4.017)  -0.64

***

Record 2
The following is a quantum chemistry calculation of the molecule C20H17N5OS in a non-equilibrium geometry, from the Open Molecules 2025 dataset.

**Structure (SMILES)**: CSc1cccc2c(C(=O)NCc3cccc4cccnc34)nc(N)nc12
**Gap between HOMO and LUMO**: 7.50 eV

Each line ends with the Mulliken charge.
Cartesian coordinates (Å):
H (-1.129, 3.862, 6.394)  0.33
C (-0.970, 1.006, 0.395)  0.16
H (0.708, 0.533, -0.607)  0.42
C (0.228, 3.735, 4.632)  -0.08
C (-1.022, 3.569, 5.300)  -0.26
H (0.757, 6.870, 5.481)  0.36
H (-1.076, -2.734, -5.474)  0.33
C (-0.756, -0.954, -1.209)  -0.69
C (-1.930, 2.613, 3.233)  -0.82
H (1.422, -1.692, 0.449)  0.46
N (-0.261, -2.197, -3.631)  -0.48
C (1.388, -2.165, -0.516)  -0.17
C (2.520, -3.754, -1.905)  -0.83
H (2.273, 6.650, 4.499)  0.27
H (0.443, -4.660, -5.822)  0.35
S (1.440, 4.553, 5.667)  -0.08
H (2.928, -3.705, 0.093)  0.28
N (-0.290, 0.294, -0.559)  -0.18
H (3.237, -4.502, -2.049)  0.44
H (0.615, 6.317, 3.955)  0.35
C (0.606, -4.056, -4.916)  -0.45
C (1.244, 6.228, 4.771)  -0.93
C (1.631, -3.442, -2.940)  1.10
C (-0.295, -3.027, -4.690)  -0.33
H (3.719, 3.556, 1.271)  0.27
C (-0.155, 1.956, 1.312)  0.27
H (-1.201, -0.702, -2.164)  0.39
N (1.160, 1.993, 0.896)  -0.44
H (-2.699, 2.004, 2.810)  0.39
C (1.963, 2.796, 1.643)  0.19
H (-3.086, 2.693, 5.110)  0.38
C (0.444, 3.159, 3.352)  0.71
C (2.352, -3.166, -0.703)  -0.85
H (3.368, 2.192, 0.407)  0.25
N (3.213, 2.746, 1.260)  -0.40
C (-2.106, 2.915, 4.633)  -0.54
O (-2.162, 0.867, 0.570)  -0.66
C (1.685, -4.233, -4.019)  -0.64
H (2.400, -5.043, -4.268)  0.35
C (-0.578, 2.565, 2.597)  0.52
C (0.408, -1.796, -1.491)  0.31
C (0.642, -2.453, -2.680)  0.16
N (1.623, 3.464, 2.762)  -0.46
H (-1.418, -1.569, -0.566)  0.28

***

Record 3
The following is a quantum chemistry calculation of a structure of composition C20H18BN6O2Pd, from the Open Molecules 2025 dataset.

**Charge**: -1
**Gap between HOMO and LUMO**: 7.60 eV

Each line ends with the Mulliken charge.
Cartesian coordinates (Å):
H (4.236, 0.216, -5.518)  0.38
H (3.707, 0.103, 3.065)  0.43
H (-0.003, -0.267, -4.986)  0.43
N (2.292, 0.115, 1.025)  -0.88
H (3.741, 0.174, -0.891)  0.31
C (0.790, -0.066, 5.578)  -0.60
C (-3.746, 2.587, -0.463)  -0.39
C (-1.561, 2.712, -0.478)  -0.29
C (3.514, 0.152, -3.506)  -0.71
O (0.074, -0.273, 1.512)  -0.99
C (-3.821, -2.482, -0.413)  -0.28
N (-1.878, 1.420, -0.470)  0.57
C (1.595, -0.030, 3.308)  0.39
C (0.543, -0.091, 4.213)  -0.46
C (1.300, -0.062, 1.848)  0.77
C (2.086, -0.027, -5.406)  -0.29
C (2.092, 0.016, 6.050)  -0.36
H (1.946, -0.045, -6.481)  0.35
C (3.374, 0.123, -4.871)  -0.71
H (-0.036, -0.110, 6.277)  0.38
B (-4.064, 0.048, -0.452)  0.08
C (-2.716, 3.506, -0.474)  -0.89
H (4.502, 0.270, -3.069)  0.31
O (0.029, -0.285, -2.480)  -0.60
C (3.147, 0.076, 5.148)  -0.60
C (0.996, -0.151, -4.584)  -0.64
H (-4.896, -2.545, -0.377)  0.40
C (2.706, 0.089, -1.219)  -0.35
H (-0.523, 3.005, -0.488)  0.45
H (-0.647, -3.142, -0.507)  0.47
H (-4.767, 0.042, -1.446)  -0.14
H (-0.465, -0.157, 3.825)  0.42
H (2.285, 0.032, 7.116)  0.37
C (-2.862, -3.475, -0.426)  -0.95
N (-3.219, -1.285, -0.458)  -0.31
C (1.112, -0.136, -3.168)  0.65
C (2.421, 0.035, -2.630)  0.40
H (-2.795, 4.581, -0.480)  0.35
C (2.901, 0.054, 3.785)  -0.22
H (4.166, 0.139, 5.512)  0.36
N (-1.887, -1.458, -0.500)  0.56
Pd (-0.061, -0.263, -0.489)  0.41
N (-3.212, 1.353, -0.461)  -0.27
H (-4.816, 2.726, -0.458)  0.39
C (-1.659, -2.772, -0.481)  -0.29
N (1.840, 0.050, -0.289)  0.36
H (-4.746, 0.040, 0.557)  -0.14
H (-3.016, -4.540, -0.401)  0.36

***

Record 4
The following is a quantum chemistry calculation of a structure of composition C20H18Cl2F5N2O5TeZr, from the Open Molecules 2025 dataset.

**Charge**: +1
**Gap between HOMO and LUMO**: 7.69 eV

Each line ends with the Mulliken charge.
Cartesian coordinates (Å):
H (2.304, 4.191, 5.040)  0.35
O (-2.642, 0.742, 0.366)  -0.72
Zr (-1.124, 0.194, -1.053)  1.72
H (-0.298, -6.187, 1.259)  0.42
C (-1.218, -5.672, 1.026)  -0.76
C (2.156, 2.993, -5.432)  -0.76
O (0.628, -0.260, -2.255)  -0.86
H (-0.313, -3.747, 0.803)  0.42
C (1.045, 2.459, 4.696)  -0.55
H (1.565, 4.161, 3.456)  0.29
F (-3.126, 0.929, -1.995)  -0.52
C (-3.616, -5.755, 0.671)  -0.78
H (0.610, 3.289, -3.979)  0.47
H (4.041, 3.641, 3.378)  0.37
H (2.789, 2.874, 1.510)  0.45
C (3.189, 0.796, -5.438)  -0.74
N (0.258, 0.815, 0.602)  -0.56
Cl (-2.400, -8.075, 1.283)  -0.17
C (2.927, 2.163, 2.324)  -0.72
H (0.023, 2.826, 4.606)  0.30
O (-1.341, -1.592, 0.222)  -0.63
C (1.205, 1.158, 3.910)  -0.74
N (1.633, 1.455, 2.523)  0.04
C (-2.413, -6.380, 0.972)  0.41
C (0.582, 0.903, -2.775)  1.65
C (2.037, 3.532, 4.215)  -0.59
H (3.690, 1.439, 2.035)  0.34
C (0.906, 1.118, 1.517)  0.38
F (-1.994, -1.158, -2.148)  -0.56
H (3.912, 0.114, -5.861)  0.42
C (3.076, 2.086, -5.943)  0.46
F (-5.293, -0.181, 0.895)  -0.36
O (-0.282, 1.722, -2.260)  -0.82
C (2.366, 0.409, -4.398)  -0.27
H (2.092, 3.987, -5.851)  0.43
H (0.281, 0.587, 3.863)  0.42
C (-3.624, -4.397, 0.420)  -0.28
C (-1.232, -4.315, 0.774)  -0.33
F (-5.157, -0.633, -1.757)  -0.33
H (3.740, 2.202, 4.328)  0.32
O (-3.585, -1.719, -0.092)  -0.48
C (1.441, 1.312, -3.876)  -0.05
F (-5.097, 1.721, -0.661)  -0.36
H (1.969, 0.514, 4.346)  0.32
Te (-4.152, 0.171, -0.484)  1.93
H (1.210, 2.231, 5.750)  0.33
C (-2.433, -3.673, 0.471)  0.19
Cl (4.104, 2.573, -7.238)  -0.17
C (-2.408, -2.239, 0.187)  1.31
H (2.431, -0.589, -3.988)  0.46
C (1.336, 2.603, -4.392)  -0.25
C (3.284, 2.893, 3.614)  -0.66
H (-4.552, -3.898, 0.180)  0.43
H (-4.528, -6.332, 0.632)  0.43

***

Record 5
The following is a quantum chemistry calculation of the molecule C20H18ClFN4O4S in a non-equilibrium geometry, from the Open Molecules 2025 dataset.

**Structure (SMILES)**: O=C(CN(C(=O)CCC(=O)Nc1nccs1)c1ccc(F)c(Cl)c1)NCc1ccco1
**Gap between HOMO and LUMO**: 7.39 eV

Each line ends with the Mulliken charge.
Cartesian coordinates (Å):
O (-1.705, 1.830, -1.682)  -0.65
H (-2.634, -0.517, 3.553)  0.56
H (-3.158, 0.322, -1.727)  0.26
N (-3.201, -0.551, -1.585)  -0.09
H (-5.319, -0.438, -0.883)  0.29
N (3.165, 1.329, -1.172)  -0.05
H (1.702, 3.277, -0.205)  0.66
C (1.116, 2.915, -0.872)  -1.10
H (-0.633, 2.724, 0.272)  0.66
H (1.134, -2.089, 2.432)  0.75
F (3.240, -2.846, 1.325)  -0.43
C (2.582, -1.968, -0.647)  -0.18
N (-0.383, -0.193, -1.380)  0.75
C (1.647, -1.269, -1.098)  -0.30
C (0.561, -0.772, -0.880)  0.13
C (-3.957, 0.641, 2.398)  -0.45
H (-0.354, -1.620, -2.904)  0.34
C (0.215, -0.955, 0.889)  -1.68
C (1.381, -1.824, 1.513)  -0.78
H (-4.545, -2.134, -0.858)  0.63
C (-4.391, -1.213, -0.794)  -1.14
H (1.869, -1.214, -2.376)  0.20
H (-1.460, 0.079, -3.322)  0.31
S (4.933, 0.470, 0.516)  -0.08
C (3.271, 1.229, 2.451)  -0.89
H (0.669, 3.701, -1.568)  0.40
O (1.827, 1.892, -3.194)  -0.69
H (2.905, 1.587, 3.280)  0.65
C (-2.175, -1.475, -1.826)  0.23
C (-3.268, -1.419, 1.796)  -0.16
C (1.934, 1.962, -1.598)  0.32
C (-1.216, -0.773, -2.354)  -0.26
H (-2.662, -2.412, 1.363)  0.28
C (0.024, 2.058, -0.034)  -1.14
C (-4.085, -0.765, 0.809)  0.58
Cl (4.162, -2.671, -1.480)  -0.16
H (3.652, 0.670, -1.831)  0.39
O (-2.246, -2.645, -1.460)  -0.65
C (2.304, -2.101, 0.794)  0.15
C (3.430, 1.000, 0.153)  0.41
O (-4.427, 0.442, 1.271)  -0.30
C (4.562, 0.566, 2.297)  -0.73
H (0.429, 1.473, 0.736)  0.52
N (2.775, 1.744, 1.140)  -0.31
C (-0.857, 1.174, -1.026)  0.40
H (-4.211, 1.690, 3.078)  0.25
H (-0.630, -0.709, 1.180)  1.71
C (-3.121, -0.427, 2.642)  -0.51
H (5.148, 0.225, 2.871)  0.91

***

The records above yield lowest unoccupied orbital energy values of -0.190; -0.026; 0.107; -0.155; -0.029 Ha, respectively.
The records above yield DFT total energy values of -2442.52458; -1519.48721; -1404.79845; -2993.45222; -2250.33905 Eh, respectively.
The records above yield molar mass values of 569.44; 375.46; 491.64; 751.09; 464.91 g mol⁻¹, respectively.